Density functional theory data (wB97M-V/def2-TZVPD) for a cluster of 2 separate species, CH2N3O2 in total at a distorted geometry.

The geometry in XYZ format:
```
8
Properties=species:S:1:pos:R:3:forces:R:3
C -0.466 1.327 1.563 1.8 -0.2 0.4
N -0.274 -1.535 -0.534 1.1 -0.6 -1.7
N 0.224 -0.351 -0.647 -0.6 1.3 0.2
N 0.842 0.101 -1.694 0.3 -1.1 0.5
O 0.066 0.486 2.187 -1.3 0.7 -0.5
O -0.857 2.310 1.072 -0.4 -0.7 0.1
H -0.657 -1.644 0.388 -0.1 0.5 0.6
H 1.121 -0.694 -2.334 -0.8 0.2 0.4
```
Forces are in eV/Å.

Properties
Total charge = -1
Spin multiplicity = 1
HOMO energy = -0.0913 Ha
Orbital gap = 6.1 eV
LUMO level = 3.58 eV
E_tot = -354.046497 a.u.